This record from the Open Molecules 2025 dataset describes a structure of composition C2H2CsF2O2. The level of theory is ωB97M-V/def2-TZVPD.

Values from the calculation:
gap between HOMO and LUMO (spin up / spin down): 8.20 / 8.20 eV
LUMO (spin up / spin down): -5.3 / -5.3 eV
net charge: +1
strongest force on any atom: 0.074 Eh/bohr

The geometry in XYZ format:
```
9
Properties=species:S:1:pos:R:3:forces:R:3
F -0.026061 -1.208026 1.721381 0.00 -0.77 -1.60
H -1.260137 -3.330482 -0.279295 -0.25 0.19 -0.10
O -0.244374 -1.658291 -0.867543 -3.73 -0.63 0.46
O 1.033019 -1.371093 0.643478 0.30 0.64 1.98
C -1.192230 -2.234669 -0.246103 3.46 -0.18 -0.20
C -1.637148 -1.568212 0.976070 -0.37 1.01 -1.75
F -1.984733 -0.306302 0.740600 0.12 -0.34 0.89
H -2.210862 -2.100268 1.738010 0.39 0.43 0.22
Cs 0.430170 1.667711 -0.856208 0.07 -0.35 0.10
```
Positions in Å, forces in eV/Å.

This record from the Open Molecules 2025 dataset describes a structure of composition C53H59Br2N4O3PPbSSi. The level of theory is ωB97M-V/def2-TZVPD.

Values from the calculation:
gap between HOMO and LUMO (spin up / spin down): 3.75 / 3.15 eV
LUMO (spin up / spin down): 3.8 / 3.8 eV
net charge: -2
strongest force on any atom: 0.019 Eh/bohr

The geometry in XYZ format:
```
125
Properties=species:S:1:pos:R:3:forces:R:3
Pb -1.568150 0.474542 -0.943215 0.93 -0.15 -0.33
N -5.591674 -0.650350 1.312853 -0.12 0.00 0.00
C -4.325260 -0.220991 0.867438 0.30 0.04 -0.12
S -4.149281 -0.207615 -0.878487 -0.62 -0.05 0.02
N -3.487731 0.107444 1.779765 -0.30 -0.23 0.36
N -2.251813 0.620798 1.440864 -0.15 0.32 0.23
C -1.580018 0.958664 2.555731 -0.06 0.01 -0.14
C -0.397720 1.722980 2.704128 -0.20 0.10 -0.25
C 0.275812 1.674938 3.963901 -0.05 0.00 0.05
C 1.402554 2.409799 4.240497 0.09 0.00 0.04
C 1.973880 3.223249 3.260357 0.10 0.08 0.09
C 1.331765 3.322504 2.029085 -0.06 0.00 -0.11
C 0.165783 2.639808 1.757236 -0.01 -0.10 -0.05
O -0.511336 2.894098 0.574360 0.00 -0.19 0.05
H -6.041857 -1.235305 0.627516 0.00 -0.08 0.03
H -5.549873 -1.071574 2.230172 0.04 0.04 0.01
H -2.019428 0.584540 3.481366 0.06 -0.01 0.03
H -0.145465 1.034624 4.733335 -0.02 0.01 -0.03
H 1.851077 2.363739 5.227514 0.00 -0.09 -0.01
H 2.873431 3.793232 3.454073 0.00 -0.01 0.00
H 1.731220 3.988368 1.273700 -0.02 0.01 0.00
Br -1.130752 1.083175 -6.454872 0.00 0.00 -0.03
C 0.354461 1.062967 -5.254536 -0.21 -0.05 0.16
C 1.624200 1.165681 -5.785430 0.15 0.01 0.08
C 2.701063 1.165677 -4.918099 -0.01 0.02 -0.06
Br 4.458197 1.277894 -5.699200 -0.07 0.03 0.05
C 2.552177 1.085835 -3.522497 -0.10 -0.01 0.01
C 3.625823 1.149055 -2.588281 0.24 -0.01 -0.07
C 3.337286 1.074299 -1.219144 -0.24 -0.02 0.12
C 2.035772 0.900643 -0.806066 0.25 0.14 -0.04
N 0.986463 0.829365 -1.659751 -0.19 0.09 0.09
C 1.226697 0.945248 -3.004543 0.03 0.03 -0.24
C 0.069062 0.913579 -3.871221 0.30 0.02 -0.28
O -1.131440 0.754298 -3.436126 -0.05 0.09 0.44
H 1.775234 1.235699 -6.853459 -0.03 0.02 0.00
H 4.641644 1.272140 -2.936788 -0.02 0.00 -0.03
H 4.131271 1.138183 -0.482192 -0.02 -0.01 0.02
H 1.802201 0.800495 0.249601 -0.04 0.07 0.08
C 1.670594 5.105163 -3.875895 -0.06 -0.02 0.07
C 2.241482 4.523383 -2.753584 0.09 0.06 -0.05
C 1.490177 4.352843 -1.600802 -0.03 -0.01 0.17
C 0.159318 4.774907 -1.531210 -0.02 -0.10 0.08
C -0.391004 5.372533 -2.671616 -0.07 0.07 0.20
C 0.349519 5.528595 -3.831151 0.08 0.08 -0.11
Si -0.928602 4.370467 -0.054588 -0.15 0.13 0.06
C -0.874508 5.543385 1.428708 -0.02 -0.09 -0.13
C -0.041716 6.650633 1.566040 0.02 -0.11 -0.20
C 0.011143 7.364998 2.755160 0.04 0.15 0.08
C -0.776729 6.988201 3.831780 -0.04 -0.12 -0.06
C -1.615907 5.885302 3.713177 -0.01 0.10 0.12
C -1.665051 5.177575 2.525665 0.08 -0.13 -0.09
C -2.695421 4.335652 -0.711959 0.15 0.04 0.08
C -3.684944 5.172160 -0.191330 0.05 0.02 0.04
C -4.953209 5.222564 -0.752920 -0.05 0.00 -0.03
C -5.257383 4.431056 -1.851542 0.05 0.02 0.02
C -4.289387 3.590338 -2.382288 -0.06 -0.05 -0.07
C -3.022449 3.551339 -1.822898 0.09 -0.06 0.12
H 2.247195 5.210122 -4.786395 0.00 -0.03 -0.01
H 3.267846 4.181820 -2.779617 -0.01 -0.11 -0.02
H 1.944186 3.854559 -0.751620 0.00 -0.09 -0.11
H -1.421309 5.708946 -2.649869 -0.02 -0.06 -0.06
H -0.108670 5.965954 -4.710699 -0.01 0.00 0.02
H 0.597959 6.937619 0.736985 -0.01 0.03 0.02
H 0.684273 8.209804 2.850236 -0.02 0.00 -0.03
H -0.727120 7.532841 4.767156 0.02 0.02 -0.01
H -2.215237 5.567589 4.558176 -0.01 -0.01 -0.02
H -2.294013 4.293968 2.452430 0.00 0.03 0.06
H -3.459176 5.798479 0.664183 -0.03 0.01 -0.02
H -5.704369 5.882208 -0.333640 0.00 -0.01 0.01
H -6.247245 4.467365 -2.291208 0.00 -0.02 0.01
H -4.517832 2.962492 -3.234197 0.03 -0.03 0.03
H -2.272836 2.896893 -2.259776 -0.02 0.08 -0.19
O -1.180499 -2.664666 -0.715718 -0.49 0.51 -0.13
P -0.091079 -3.616250 -0.386182 0.57 -0.38 -0.16
C 1.143873 -3.529595 -1.780715 -0.01 0.07 0.25
C 2.001055 -2.258714 -1.702186 -0.06 -0.12 0.21
C 3.277110 -2.443167 -0.882571 0.08 -0.06 -0.21
C 4.099467 -3.624586 -1.396356 -0.16 -0.02 0.22
C 3.263338 -4.904036 -1.374824 0.05 0.04 -0.18
C 1.995645 -4.728186 -2.207688 -0.04 -0.11 0.17
C -0.769923 -5.350254 -0.584288 0.02 0.31 0.13
C -2.267367 -5.413884 -0.247827 -0.02 0.12 0.09
C -2.555242 -5.859786 1.180940 0.01 -0.15 -0.14
C -1.880228 -7.197123 1.469624 0.08 0.14 0.10
C -0.369780 -7.045289 1.321920 -0.13 -0.08 -0.13
C 0.023290 -6.564192 -0.077104 0.05 0.13 0.14
C 0.625334 -3.071729 1.234937 -0.29 -0.36 -0.31
C -0.499945 -2.604421 2.166885 0.05 0.27 0.04
C 0.089180 -1.879104 3.377225 0.02 -0.26 0.04
C 1.110132 -2.745718 4.116691 0.06 0.19 -0.12
C 2.208151 -3.219843 3.164994 -0.15 -0.11 0.11
C 1.592251 -3.978612 1.988162 0.23 0.17 -0.04
H 0.391370 -3.360295 -2.561106 -0.01 0.00 -0.02
H 1.400121 -1.440901 -1.303404 0.08 0.05 -0.13
H 2.282494 -1.967355 -2.719388 -0.04 0.07 0.01
H 3.035961 -2.616174 0.170527 0.06 0.05 -0.01
H 3.857359 -1.520832 -0.936111 -0.04 -0.02 0.04
H 4.998450 -3.751267 -0.785725 0.04 0.00 -0.07
H 4.416325 -3.421724 -2.424777 0.05 0.00 0.01
H 2.995868 -5.152381 -0.342717 0.06 -0.03 -0.03
H 3.845612 -5.744006 -1.767449 -0.03 -0.03 0.04
H 1.412043 -5.652993 -2.213081 0.02 0.01 -0.06
H 2.300723 -4.541028 -3.243603 -0.03 -0.02 -0.01
H -0.715388 -5.353326 -1.679836 0.02 -0.06 -0.01
H -2.749028 -6.121472 -0.933131 0.02 0.00 -0.01
H -2.698270 -4.428100 -0.433241 -0.05 -0.05 -0.07
H -3.635085 -5.937218 1.328537 0.00 0.07 0.02
H -2.182253 -5.107024 1.880237 -0.05 -0.01 0.05
H -2.248201 -7.952915 0.765637 -0.02 -0.02 0.02
H -2.121571 -7.538607 2.480312 -0.02 -0.05 -0.03
H 0.133452 -7.995104 1.525793 0.04 0.03 0.02
H -0.028405 -6.333166 2.072386 0.02 0.00 0.05
H -0.147237 -7.392816 -0.774578 0.05 0.00 -0.02
H 1.094316 -6.345666 -0.092540 0.00 -0.10 -0.05
H 1.153895 -2.163355 0.915696 0.04 -0.02 -0.01
H -1.091781 -3.461040 2.508001 0.01 -0.05 -0.01
H -1.169203 -1.931552 1.629206 -0.05 -0.08 0.04
H -0.719511 -1.595349 4.054512 0.02 0.10 -0.04
H 0.568034 -0.955013 3.040325 -0.05 0.01 0.04
H 0.606011 -3.620504 4.546141 0.01 -0.01 0.02
H 1.549341 -2.179386 4.942919 -0.03 -0.04 0.03
H 2.914233 -3.866724 3.694886 0.05 0.04 -0.03
H 2.762201 -2.351958 2.792736 0.04 -0.02 -0.01
H 1.049041 -4.834091 2.391315 0.00 -0.06 -0.04
H 2.379440 -4.360926 1.335168 -0.05 -0.01 0.06
```
Positions in Å, forces in eV/Å.

Question: Number 2 is which compound?
Answer: C53H59Br2N4O3PPbSSi

Question: Among the records above, which one has the highest strongest force on any atom?
Answer: C2H2CsF2O2